{
  "formula": "C31H83N3O17",
  "method": "the ωB97M-V functional and the def2-TZVPD basis",
  "orbital_gap_ev": 8.7,
  "charge": 0,
  "total_energy_ev": -72763.46094,
  "homo_energy_ev": -8.3510,
  "de_lowest_kj_mol": 0.0,
  "symbols": ["C", "C", "O", "O", "H", "H", "H", "H", "H", "H", "C", "C", "O", "O", "H", "H", "H", "H", "H", "H", "C", "C", "O", "O", "H", "H", "H", "H", "H", "H", "C", "C", "O", "O", "H", "H", "H", "H", "H", "H", "C", "C", "O", "O", "H", "H", "H", "H", "H", "H", "C", "O", "C", "C", "N", "C", "C", "O", "C", "H", "H", "H", "H", "H", "H", "H", "H", "H", "H", "H", "H", "H", "H", "H", "C", "O", "C", "C", "N", "C", "C", "O", "C", "H", "H", "H", "H", "H", "H", "H", "H", "H", "H", "H", "H", "H", "H", "H", "C", "O", "C", "C", "N", "C", "C", "O", "C", "H", "H", "H", "H", "H", "H", "H", "H", "H", "H", "H", "H", "H", "H", "H", "C", "C", "C", "O", "H", "H", "H", "H", "H", "H", "H", "H"],
  "xyz": [[4.210, -1.590, -0.822], [2.961, -0.835, -1.200], [3.215, 0.558, -1.354], [3.957, -2.979, -0.668], [4.571, -1.183, 0.129], [5.030, -1.460, -1.537], [2.171, -1.065, -0.480], [2.608, -1.176, -2.180], [3.457, 0.870, -0.468], [3.358, -3.281, -1.357], [3.491, 2.430, -4.457], [2.864, 3.191, -3.333], [2.121, 4.320, -3.877], [2.462, 2.112, -5.398], [4.051, 1.534, -4.154], [4.254, 3.021, -4.980], [3.669, 3.602, -2.715], [2.185, 2.653, -2.671], [1.711, 4.006, -4.700], [2.790, 1.462, -6.022], [0.469, -1.789, -4.736], [-0.003, -0.348, -4.650], [-1.186, -0.223, -3.859], [-0.289, -2.553, -5.660], [0.545, -2.344, -3.797], [1.483, -1.710, -5.162], [-0.246, -0.026, -5.662], [0.774, 0.316, -4.258], [-0.985, -0.076, -2.931], [-1.224, -2.438, -5.449], [0.467, -0.770, 4.408], [0.046, 0.647, 4.757], [0.787, 1.230, 5.842], [1.669, -0.846, 3.623], [-0.326, -1.224, 3.792], [0.484, -1.428, 5.288], [-1.011, 0.601, 5.054], [0.070, 1.303, 3.877], [1.663, 1.459, 5.512], [2.344, -0.364, 4.119], [-3.798, 2.663, 1.236], [-4.207, 3.810, 2.151], [-4.696, 4.909, 1.409], [-2.972, 1.736, 1.895], [-3.284, 3.150, 0.390], [-4.645, 2.220, 0.696], [-3.340, 4.166, 2.695], [-4.977, 3.487, 2.864], [-5.506, 4.645, 0.958], [-3.513, 1.175, 2.470], [-3.335, -2.541, -3.486], [-4.236, -3.627, -3.501], [-4.287, -4.378, -2.276], [-4.749, -3.721, -1.003], [-3.717, -2.930, -0.292], [-4.191, -2.410, 0.984], [-5.314, -1.390, 0.991], [-5.497, -0.998, 2.310], [-6.749, -0.373, 2.550], [-2.311, -2.886, -3.256], [-3.620, -1.786, -2.754], [-3.271, -2.046, -4.454], [-3.334, -4.927, -2.163], [-4.972, -5.200, -2.527], [-5.071, -4.527, -0.332], [-5.666, -3.128, -1.179], [-3.507, -2.079, -0.810], [-3.306, -1.929, 1.425], [-4.341, -3.258, 1.663], [-6.264, -1.782, 0.596], [-5.018, -0.590, 0.291], [-6.880, 0.585, 2.022], [-6.822, -0.176, 3.615], [-7.564, -1.032, 2.211], [4.961, 7.492, 6.610], [5.409, 6.997, 5.375], [4.877, 7.671, 4.268], [3.353, 7.486, 4.145], [3.086, 6.057, 4.009], [1.674, 5.747, 4.262], [1.433, 4.256, 4.398], [1.680, 3.489, 3.226], [0.944, 3.865, 2.101], [5.729, 7.259, 7.338], [3.982, 7.117, 6.925], [4.857, 8.586, 6.543], [5.242, 7.103, 3.402], [5.232, 8.697, 4.142], [2.951, 8.018, 3.286], [2.861, 7.858, 5.061], [3.659, 5.600, 4.713], [1.046, 6.204, 3.497], [1.371, 6.190, 5.232], [0.379, 4.115, 4.700], [2.066, 3.806, 5.163], [1.069, 3.080, 1.357], [1.272, 4.813, 1.647], [-0.136, 3.994, 2.296], [0.399, -3.193, 1.088], [0.406, -4.305, 0.215], [-0.286, -4.060, -0.977], [-0.163, -5.284, -1.881], [1.170, -5.808, -1.814], [1.378, -7.063, -2.484], [1.545, -6.944, -3.974], [1.678, -8.266, -4.448], [1.925, -8.351, -5.833], [-0.646, -2.894, 1.266], [0.964, -2.373, 0.641], [0.776, -3.538, 2.044], [0.218, -3.199, -1.471], [-1.293, -3.682, -0.772], [-0.427, -4.920, -2.876], [-0.894, -6.014, -1.489], [1.595, -5.617, -0.929], [0.574, -7.791, -2.257], [2.232, -7.591, -2.041], [2.421, -6.343, -4.235], [0.636, -6.519, -4.420], [1.007, -8.268, -6.429], [2.394, -9.316, -6.004], [2.599, -7.545, -6.155], [-0.092, 2.029, -1.177], [-0.522, 0.659, -0.682], [-0.088, 0.387, 0.745], [-1.960, 0.532, -0.763], [-0.445, 2.778, -0.451], [-0.485, 2.326, -2.149], [0.997, 2.116, -1.242], [-0.086, -0.113, -1.336], [-0.561, -0.468, 1.210], [-0.324, 1.266, 1.363], [1.007, 0.360, 0.824], [-2.350, 1.071, -0.057]],
  "forces_ev_per_angstrom": [[0.35, -0.34, 0.00], [-0.01, -0.06, -0.83], [-0.10, -0.15, 0.72], [-0.02, 0.16, 0.46], [-0.01, -0.33, 0.11], [-0.23, 0.28, -0.15], [0.02, 0.22, 0.08], [-0.02, -0.01, 0.01], [-0.02, 0.19, -0.33], [-0.03, -0.03, -0.12], [0.62, -0.64, -0.76], [-0.39, 1.43, -0.13], [0.48, -0.56, 0.11], [-0.19, -0.21, 0.19], [-0.49, -0.02, 0.41], [-0.22, 0.42, 0.25], [-0.13, 0.04, 0.00], [0.27, -0.50, -0.38], [0.10, 0.03, 0.31], [0.03, 0.02, -0.08], [0.74, 0.25, -0.84], [-0.25, -0.20, 1.04], [-0.40, -0.01, -0.52], [-0.20, 0.01, -0.03], [-0.09, 0.40, 0.33], [-0.17, -0.37, 0.08], [-0.05, 0.07, 0.01], [0.11, -0.12, -0.08], [0.08, -0.01, -0.10], [0.09, -0.04, 0.07], [-0.40, -0.30, -0.68], [-0.27, -0.03, 0.18], [-0.15, -0.33, -0.42], [-0.29, 0.26, 0.71], [0.23, 0.29, -0.14], [0.43, 0.36, 0.12], [0.28, 0.09, 0.30], [0.24, -0.17, 0.00], [-0.13, 0.09, -0.01], [0.04, -0.23, -0.19], [-0.21, 1.11, -0.76], [-0.67, -0.23, -0.09], [-0.08, 0.15, -0.22], [0.04, -0.41, -0.10], [0.60, -0.32, 0.44], [-0.25, -0.32, 0.57], [0.14, -0.03, 0.10], [0.21, -0.09, 0.16], [0.04, 0.07, 0.05], [0.07, 0.05, -0.21], [0.65, -0.30, 0.33], [-0.26, 0.28, 0.50], [0.27, -1.13, -1.33], [-0.09, 0.73, 0.38], [-0.81, 0.40, -0.35], [1.31, -0.64, 0.71], [-0.19, -0.76, -1.03], [-0.21, 0.94, 0.69], [-0.06, -0.07, -0.33], [-0.18, 0.07, 0.14], [0.01, 0.18, -0.01], [-0.44, -0.20, -0.11], [0.09, 0.56, 0.36], [-0.17, 0.38, 0.15], [0.23, 0.05, 0.01], [0.20, -0.14, -0.26], [0.23, -0.37, -0.39], [-0.20, 0.24, 0.03], [-0.60, 0.11, -0.10], [0.16, -0.18, 0.03], [-0.07, 0.32, 0.34], [0.29, -0.14, -0.04], [-0.04, -0.14, 0.05], [0.09, 0.09, 0.25], [0.01, 0.93, 0.00], [0.06, -0.15, 0.13], [-0.69, -0.97, -1.61], [0.36, -0.12, 0.76], [-0.38, 0.14, -0.12], [0.87, 0.05, 0.74], [-0.67, -0.08, -0.59], [0.23, -0.05, 0.42], [-0.41, 0.41, -0.57], [-0.06, -0.12, 0.25], [0.10, -0.30, -0.05], [0.10, -0.10, 0.20], [0.31, 0.24, 0.10], [-0.18, 0.15, 0.49], [0.06, 0.16, -0.07], [-0.07, 0.30, -0.21], [-0.06, -0.20, -0.10], [0.02, -0.08, -0.10], [-0.21, -0.03, -0.18], [0.21, -0.04, 0.02], [0.05, 0.19, 0.08], [0.01, 0.03, 0.04], [0.21, -0.15, 0.19], [0.15, -0.24, 0.20], [-0.81, -0.61, -0.21], [0.03, -0.36, 0.69], [0.90, 1.13, -0.53], [-0.69, 0.52, 1.15], [0.10, 0.74, -1.15], [0.13, -0.74, 1.39], [-0.54, -0.44, -0.16], [0.29, -0.20, -0.16], [0.05, 0.26, 0.09], [0.14, 0.25, -0.12], [0.09, 0.12, 0.32], [0.47, 0.21, 0.00], [0.02, -0.14, -0.10], [-0.27, -0.59, -0.13], [-0.17, -0.44, -0.17], [-0.08, -0.09, -0.50], [0.16, -0.51, 0.33], [-0.20, 0.33, -0.34], [0.25, 0.41, -0.28], [-0.01, 0.11, -0.01], [0.16, 0.37, -0.02], [-0.01, -0.04, 0.12], [-0.02, -0.02, -0.17], [0.04, -0.18, -0.01], [0.22, 0.54, 0.46], [-0.61, -0.13, 0.06], [0.79, 1.31, 0.32], [0.27, -0.14, -0.28], [0.09, -0.06, -0.17], [-0.19, -0.38, -0.05], [-0.14, -0.15, 0.21], [-0.29, -0.03, 0.12], [0.06, -0.32, -0.19], [-0.34, -0.18, -0.09], [-0.16, -0.48, -0.04], [0.27, -0.22, 0.00]],
  "mulliken_charge": [-0.594, 0.609, -0.329, -0.512, 0.397, 0.237, -0.622, 0.135, 0.311, 0.270, -0.437, 0.566, -0.583, -0.590, 0.304, 0.365, 0.341, -0.625, 0.351, 0.291, 0.284, -0.044, -0.533, -0.632, -0.297, 0.383, 0.327, -0.050, 0.005, 0.308, -0.304, -0.077, -0.526, -0.447, 0.145, 0.324, 0.330, -0.012, 0.327, 0.279, -0.398, -0.537, -0.553, -0.209, 0.413, 0.323, 0.229, 0.317, 0.323, 0.162, 0.052, -0.495, -0.447, -0.497, 0.282, -0.747, -0.212, -0.342, -0.754, -0.246, 0.122, 0.374, 0.009, 0.380, 0.531, 0.289, -0.229, -0.222, 0.475, 0.492, 0.192, 0.266, 0.292, 0.351, -0.684, -0.383, -0.674, -0.553, -0.199, -0.929, -0.410, -0.367, -0.471, 0.262, 0.224, 0.332, 0.341, 0.423, 0.378, 0.330, 0.242, 0.349, 0.545, 0.300, 0.332, -0.193, 0.451, 0.326, 0.224, -0.532, 0.861, -0.922, 0.044, -0.855, -0.230, -0.343, -0.715, -0.043, -0.208, 0.348, -0.270, -0.119, 0.234, 0.433, 0.281, 0.302, 0.403, 0.278, 0.259, 0.263, 0.253, 0.300, -1.097, 2.030, -1.266, -0.484, 0.103, 0.416, -0.085, -0.027, -0.041, 0.375, 0.294, -0.100]
}